Here is 4 unconnected molecules or ions with the total composition C32H72F6NO3P3 in a non-equilibrium geometry from the OMol25 dataset. Energies are from the ωB97M-V functional and the def2-TZVPD basis.

Element x y z (Å)
N -1.7353 1.2221 3.2873
O -1.5488 0.0293 3.2458
O -2.8525 1.6304 3.6733
O -0.9195 1.9595 2.7091
C -6.0437 -1.6799 2.5261
C -5.2406 -2.9771 2.1583
C -3.7719 -2.7590 2.4925
C -3.0465 -4.1460 2.8031
P -1.1862 -4.0707 2.7268
C -0.5218 -3.1562 4.1378
C -0.6064 -3.9108 5.5230
C -0.0284 -2.9630 6.5526
C -0.9611 -1.7369 6.8336
C -0.5711 -3.1971 1.2600
C -0.9029 -4.0378 -0.0722
C -0.4900 -3.4646 -1.4087
C 1.0563 -3.4566 -1.6623
C -0.5241 -5.7797 2.7782
C -1.1677 -6.8203 3.7538
C -0.1772 -7.9441 4.2301
C 0.1350 -7.9769 5.7186
H -7.0257 -1.7377 2.0566
H -5.4486 -0.8343 2.1813
H -6.2096 -1.4592 3.5806
H -5.5159 -3.2650 1.1437
H -5.7575 -3.8086 2.6373
H -3.6836 -1.9919 3.2618
H -3.2950 -2.2130 1.6786
H -3.1935 -4.8997 2.0295
H -3.3236 -4.6276 3.7408
H -1.0354 -2.2016 4.0239
H 0.5196 -3.0931 3.8221
H -0.1922 -4.9183 5.5615
H -1.6733 -4.0979 5.6446
H 0.9975 -2.6833 6.3129
H 0.0319 -3.4531 7.5243
H -0.8398 -1.2086 7.7792
H -1.9635 -2.1650 6.8285
H -0.8987 -1.0657 5.9770
H 0.4863 -2.9538 1.3635
H -0.9738 -2.1846 1.2902
H -1.9896 -4.0476 -0.1575
H -0.4479 -5.0272 -0.0270
H -0.8005 -2.4208 -1.4559
H -1.0269 -3.9858 -2.2014
H 1.5440 -2.9212 -0.8477
H 1.3970 -2.9838 -2.5835
H 1.3996 -4.4909 -1.6423
H 0.5601 -5.7767 2.8896
H -0.7474 -6.1488 1.7772
H -2.0385 -7.2911 3.2975
H -1.5787 -6.3454 4.6447
H 0.8441 -7.7253 3.9185
H -0.4674 -8.9805 4.0576
H 0.9026 -8.7058 5.9789
H -0.7418 -8.2503 6.3056
H 0.4208 -7.0008 6.1105
C 5.7617 1.6195 -8.2645
C 4.8774 1.3331 -7.0188
C 5.1511 2.2256 -5.8154
C 4.2692 1.8594 -4.5734
P 2.9350 2.9924 -4.1371
C 1.6128 2.9209 -5.3713
C 0.4267 4.0164 -5.3013
C -0.7502 3.5609 -4.3842
C -1.9866 4.5484 -4.2622
C 2.1254 2.4773 -2.5433
C 1.4005 1.0774 -2.5504
C 0.9072 0.6894 -1.1548
C -0.4245 1.2711 -0.7597
C 3.4373 4.7410 -4.0634
C 2.8476 5.6418 -2.9695
C 3.4459 6.9933 -2.9433
C 2.8817 7.9051 -1.7786
H 5.2036 2.3799 -8.8107
H 5.8955 0.7780 -8.9444
H 6.6991 2.0349 -7.8945
H 5.0402 0.3276 -6.6308
H 3.8612 1.5087 -7.3718
H 5.0274 3.2096 -6.2678
H 6.1924 2.3250 -5.5091
H 4.8234 1.5351 -3.6926
H 3.6261 1.0087 -4.7990
H 1.1916 1.9347 -5.5665
H 2.1891 3.2012 -6.2529
H 0.1158 4.2452 -6.3207
H 0.8805 4.9565 -4.9880
H -0.4111 3.4395 -3.3554
H -1.0383 2.5247 -4.5612
H -1.7783 5.4796 -3.7353
H -2.7819 4.0485 -3.7094
H -2.3791 4.8356 -5.2377
H 1.6971 3.3814 -2.1105
H 3.0296 2.4150 -1.9378
H 2.1928 0.3925 -2.8522
H 0.6926 1.0688 -3.3792
H 1.7035 0.8284 -0.4236
H 0.7705 -0.3920 -1.1557
H -0.3573 2.2769 -0.3449
H -0.9089 0.7182 0.0451
H -1.1195 1.4200 -1.5861
H 3.4642 5.1473 -5.0745
H 4.4345 4.5456 -3.6692
H 3.0984 5.1873 -2.0110
H 1.7624 5.7149 -3.0418
H 3.5299 7.4412 -3.9335
H 4.4918 6.8339 -2.6812
H 3.3550 8.8481 -1.5051
H 3.0409 7.2480 -0.9236
H 1.7980 8.0068 -1.7213
P -5.0579 5.0945 5.4621
F -4.0307 3.8270 5.2072
F -3.7104 5.9525 5.2990
F -5.2602 5.3208 3.9057
F -5.9994 6.4406 5.6422
F -6.2499 4.0087 5.5668
F -4.7733 4.8263 6.9929

Results
Largest force on an atom ... 0.0999 Eh/bohr
Kohn-Sham gap ... 5.236 eV
Net charge ... 0
E_LUMO ... -0.86 eV
HOMO energy ... -6.1 eV
DFT total energy ... -86152.7982 eV